1.
Here is a molecular structure, C50H55BClCoN10OP2S in a non-equilibrium geometry from the Open Molecules 2025 dataset. Energies are from ωB97M-V with the def2-TZVPD basis set.

The geometry in XYZ format:
```
122
Properties=species:S:1:pos:R:3:lowdin_charge:R:1
Co 0.368 0.559 -1.193 0.550
B 2.691 0.834 -3.478 -0.400
N 2.114 -0.566 -3.172 -0.056
C 2.548 -1.694 -3.737 -0.035
C 1.684 -2.722 -3.401 -0.020
C 0.720 -2.121 -2.603 -0.170
N 1.006 -0.820 -2.475 -0.099
N 2.658 1.753 -2.229 -0.064
C 3.678 2.493 -1.791 -0.044
C 3.229 3.316 -0.769 -0.030
C 1.882 3.013 -0.646 -0.171
N 1.550 2.077 -1.545 -0.068
H 3.816 0.691 -3.807 0.082
H 2.023 1.345 -4.326 0.071
H 3.437 -1.701 -4.333 0.136
H 1.756 -3.750 -3.685 0.108
H -0.149 -2.547 -2.134 0.108
H 4.661 2.400 -2.207 0.132
H 3.797 4.016 -0.195 0.103
H 1.143 3.444 0.000 0.070
N -2.543 1.178 -1.847 -0.321
P -1.743 0.773 -0.386 0.892
C -2.444 -0.864 0.005 -0.347
C -3.822 -1.035 -0.046 -0.092
C -4.372 -2.262 0.269 -0.047
C -3.556 -3.308 0.672 -0.041
C -2.187 -3.126 0.765 -0.052
C -1.628 -1.905 0.428 -0.097
C -2.602 1.768 0.860 -0.398
C -2.132 1.689 2.168 -0.085
C -2.833 2.302 3.191 -0.054
C -3.991 3.010 2.905 -0.049
C -4.442 3.111 1.598 -0.054
C -3.750 2.496 0.570 -0.140
P -1.694 0.369 -3.131 1.145
C -2.887 -0.965 -3.517 -0.323
C -4.219 -0.856 -3.138 -0.095
C -5.113 -1.855 -3.478 -0.047
C -4.681 -2.963 -4.189 -0.039
C -3.354 -3.068 -4.575 -0.047
C -2.456 -2.069 -4.244 -0.085
C -1.932 1.478 -4.556 -0.330
C -1.026 1.366 -5.607 -0.084
C -1.196 2.127 -6.748 -0.048
C -2.263 3.008 -6.834 -0.046
C -3.162 3.122 -5.785 -0.056
C -3.001 2.364 -4.640 -0.079
H -2.490 2.191 -1.986 -0.025
H -4.450 -0.200 -0.314 0.103
H -5.439 -2.401 0.217 0.117
H -3.989 -4.260 0.935 0.118
H -1.555 -3.931 1.104 0.109
H -0.561 -1.747 0.510 0.070
H -1.228 1.131 2.377 0.102
H -2.483 2.224 4.211 0.114
H -4.554 3.468 3.705 0.116
H -5.342 3.664 1.376 0.116
H -4.110 2.572 -0.444 0.093
H -4.546 0.010 -2.588 0.092
H -6.151 -1.767 -3.192 0.120
H -5.378 -3.748 -4.442 0.120
H -3.015 -3.933 -5.125 0.118
H -1.424 -2.130 -4.554 0.100
H -0.189 0.685 -5.522 0.098
H -0.501 2.029 -7.567 0.118
H -2.403 3.596 -7.727 0.117
H -4.005 3.792 -5.862 0.117
H -3.715 2.450 -3.833 0.107
C 1.294 -1.741 4.146 -0.016
C 2.286 -0.951 5.004 -0.486
C 2.229 -1.566 6.414 -0.026
C 1.805 0.506 5.102 -0.032
C 3.767 -0.961 4.479 -0.411
O 4.518 -0.072 5.300 -0.026
C 4.537 -2.309 4.548 -0.094
C 4.436 -3.369 3.442 -0.135
C 3.294 -4.333 3.527 -0.247
C 3.025 -5.042 4.701 -0.039
C 1.986 -5.946 4.761 -0.089
C 1.208 -6.177 3.628 -0.681
Cl -0.090 -7.299 3.709 0.690
C 1.490 -5.514 2.434 -0.106
C 2.524 -4.603 2.394 -0.058
C 3.993 -0.248 3.108 -0.022
N 3.098 -0.466 2.008 -0.079
C 2.264 0.400 1.430 -0.102
N 1.645 -0.190 0.413 0.038
C 2.168 -1.441 0.403 -0.177
N 3.048 -1.620 1.348 0.140
H 0.320 -1.713 4.631 0.096
H 1.594 -2.779 4.055 0.068
H 1.165 -1.324 3.152 0.058
H 1.226 -1.451 6.817 0.094
H 2.912 -1.077 7.105 0.091
H 2.442 -2.632 6.388 0.076
H 0.859 0.543 5.637 0.089
H 1.652 0.940 4.117 0.059
H 2.527 1.112 5.642 0.091
H 4.641 -0.462 6.173 0.107
H 4.323 -2.774 5.508 0.102
H 5.585 -1.994 4.577 0.130
H 5.351 -3.964 3.530 0.133
H 4.446 -2.904 2.460 0.081
H 3.645 -4.896 5.573 0.119
H 1.776 -6.483 5.673 0.110
H 0.914 -5.726 1.548 0.097
H 2.747 -4.082 1.477 0.090
H 5.001 -0.520 2.783 0.152
H 3.980 0.819 3.334 0.142
H 2.117 1.419 1.731 0.137
H 1.884 -2.205 -0.293 0.108
S -1.448 4.257 -0.957 0.699
C -1.343 5.597 -1.939 -0.817
N -1.131 6.832 -1.363 0.076
C -1.066 7.951 -2.105 -0.039
C -1.194 7.864 -3.464 -0.017
C -1.400 6.575 -4.001 -0.089
N -1.472 5.501 -3.266 0.066
H -1.048 6.873 -0.352 0.149
H -0.918 8.885 -1.583 0.142
H -1.147 8.737 -4.090 0.113
H -1.518 6.421 -5.065 0.121
```

- Molar mass: 1011.27 g mol⁻¹
- Net charge: +2
- F_max: 0.0727 hartree/bohr
- HOMO-LUMO gap (spin up / spin down): 7.24 / 3.32 eV
- Multiplicity: 5
- Total energy: -5509.3798 Ha

=====

2.
Here is a molecular structure, C42H36BrCdN3O10S2 in a non-equilibrium geometry from the Open Molecules 2025 dataset. Energies are from ωB97M-V with the def2-TZVPD basis set.

The geometry in XYZ format:
```
95
Properties=species:S:1:pos:R:3:lowdin_charge:R:1
Cd -0.673 0.701 -0.235 1.419
Br 2.226 1.339 -1.644 0.742
C 2.020 -0.274 -2.685 -0.567
C 3.098 -0.525 -3.542 -0.154
C 2.993 -1.503 -4.537 -0.120
C 1.858 -2.265 -4.624 -0.083
C 0.774 -2.092 -3.740 -0.178
C -0.387 -2.897 -3.893 -0.084
C -1.517 -2.652 -3.134 -0.106
C -1.479 -1.622 -2.167 -0.169
C -0.360 -0.828 -1.931 -0.166
C 0.798 -1.014 -2.726 -0.231
H 4.009 -0.008 -3.392 0.070
H 3.815 -1.676 -5.221 0.092
H 1.748 -3.074 -5.341 0.098
H -0.322 -3.705 -4.609 0.090
H -2.427 -3.255 -3.204 0.092
H -2.364 -1.361 -1.617 0.071
O -2.012 1.963 1.829 -0.051
C -1.118 2.836 2.503 -0.343
C 0.375 2.458 2.204 -0.645
O 1.213 3.117 2.820 0.020
O 0.585 1.517 1.416 -0.126
C -1.389 2.813 4.005 -0.102
C -2.382 3.607 4.582 -0.013
C -2.739 3.435 5.923 -0.104
C -2.103 2.478 6.695 -0.114
C -1.048 1.733 6.138 -0.082
C -0.689 1.901 4.822 -0.010
C -1.351 4.205 1.907 -0.133
C -0.654 5.322 2.429 -0.036
C -0.763 6.557 1.830 -0.102
C -1.659 6.756 0.765 -0.118
C -2.300 5.670 0.207 -0.086
C -2.145 4.398 0.774 -0.022
H -2.148 1.116 2.318 0.045
H -2.906 4.361 4.040 0.109
H -3.520 4.036 6.352 0.084
H -2.466 2.313 7.720 0.091
H -0.536 1.017 6.776 0.096
H 0.157 1.361 4.468 0.100
H 0.006 5.195 3.264 0.108
H -0.163 7.374 2.203 0.085
H -1.792 7.760 0.345 0.087
H -2.859 5.751 -0.724 0.096
H -2.707 3.561 0.357 0.100
O -2.169 -0.433 2.958 0.012
C -1.220 -1.075 2.469 -0.588
O -0.844 -1.131 1.255 -0.133
C -0.338 -1.923 3.443 -0.086
C -0.872 -3.116 3.997 -0.011
C -0.049 -3.932 4.749 -0.018
C 1.265 -3.506 4.954 -0.150
C 1.818 -2.331 4.426 0.006
C 0.972 -1.502 3.716 -0.030
N 2.126 -4.349 5.818 -0.330
O 1.617 -5.351 6.310 0.035
O 3.316 -3.966 5.942 0.024
H -1.919 -3.349 3.827 0.116
H -0.365 -4.889 5.137 0.106
H 2.860 -2.120 4.581 0.113
H 1.278 -0.524 3.355 0.115
C 3.725 -4.318 -1.249 -0.080
N 2.326 -4.119 -0.888 -0.165
C 1.325 -5.155 -1.115 -0.128
C 0.114 -4.589 -0.308 -0.135
N 0.603 -3.317 0.198 0.032
C 1.934 -3.177 0.027 -0.810
S 2.867 -1.967 0.761 0.598
H 3.870 -4.193 -2.333 0.078
H 4.075 -5.330 -0.987 0.076
H 4.320 -3.569 -0.709 0.033
H 1.661 -6.143 -0.707 0.112
H 1.118 -5.331 -2.202 0.115
H -0.098 -5.299 0.514 0.105
H -0.821 -4.494 -0.851 0.097
H 0.078 -2.602 0.736 0.086
C 0.992 0.666 -7.240 -0.067
C 0.233 1.110 -5.994 -0.265
C 0.702 2.252 -5.308 -0.049
C -0.094 2.812 -4.298 -0.062
C -1.259 2.125 -3.891 -0.243
C -1.778 1.047 -4.631 -0.061
C -1.010 0.526 -5.655 -0.055
S -2.043 2.575 -2.309 0.424
O -3.035 3.587 -2.573 -0.330
O -0.887 2.987 -1.504 -0.425
O -2.557 1.313 -1.699 -0.439
H 1.515 1.489 -7.736 0.066
H 0.311 0.198 -7.965 0.068
H 1.747 -0.098 -6.971 0.064
H 1.668 2.670 -5.544 0.102
H 0.206 3.725 -3.769 0.115
H -2.696 0.612 -4.292 0.105
H -1.289 -0.397 -6.170 0.108
```

- Molar mass: 999.21 g mol⁻¹
- Net charge: -2
- F_max: 0.0506 hartree/bohr
- HOMO-LUMO gap: 6.58 eV
- Total energy: -6076.9888 Ha

=====

3.
Here is 5 unconnected molecules or ions with the total composition C29H66O14P2 in a non-equilibrium geometry from the Open Molecules 2025 dataset. Energies are from ωB97M-V with the def2-TZVPD basis set.

The geometry in XYZ format:
```
111
Properties=species:S:1:pos:R:3:lowdin_charge:R:1
C -6.078 0.283 -2.567 -0.116
O -5.015 -0.679 -2.736 -0.227
C -4.788 -1.415 -1.517 -0.234
C -4.061 -0.570 -0.376 -0.169
C -2.801 0.307 -0.909 -0.176
C -2.169 1.022 0.378 -0.130
C -1.450 2.427 0.106 -0.352
C 0.119 2.386 0.463 -0.036
C -2.040 3.324 1.331 -0.301
C -1.337 3.203 2.766 -0.043
O -1.884 4.765 1.026 -0.009
C -1.530 4.802 -0.345 -0.436
O -1.027 5.704 -1.023 0.034
C -1.945 3.389 -1.071 -0.409
P -0.814 3.426 -2.601 0.942
C -1.533 4.448 -4.012 -0.301
C -0.270 1.700 -3.143 -0.297
P -3.817 3.674 -1.295 0.705
O -4.690 2.788 -0.404 -0.321
O -4.307 3.380 -2.912 -0.191
O -4.172 5.309 -0.906 -0.177
H -7.030 0.009 -3.151 0.096
H -6.334 0.480 -1.472 0.093
H -5.706 1.267 -3.013 0.075
H -5.823 -1.744 -1.126 0.124
H -4.237 -2.400 -1.734 0.128
H -3.602 -1.325 0.366 0.117
H -4.792 0.051 0.252 0.107
H -3.061 0.997 -1.771 0.085
H -2.041 -0.450 -1.329 0.113
H -2.921 1.108 1.243 0.123
H -1.353 0.312 0.776 0.115
H 0.320 1.627 1.287 0.089
H 0.731 2.050 -0.442 0.072
H 0.528 3.395 0.791 0.103
H -3.143 3.216 1.578 0.138
H -2.067 3.560 3.579 0.096
H -1.018 2.133 2.965 0.085
H -0.469 3.947 2.786 0.096
H -2.406 3.972 -4.559 0.030
H -0.683 4.630 -4.761 0.052
H -1.773 5.482 -3.577 0.051
H -0.037 1.626 -4.266 0.055
H -0.995 0.858 -2.907 0.020
H 0.717 1.473 -2.611 0.029
H -5.126 3.885 -3.095 0.086
H -4.753 5.312 -0.108 0.094
C 1.968 10.212 -2.093 -0.112
O 1.251 11.069 -1.216 -0.195
C 0.171 11.733 -1.868 -0.202
C -1.162 11.055 -1.572 -0.204
O -1.215 9.745 -2.131 -0.194
C -0.957 8.730 -1.167 -0.109
H 2.583 9.545 -1.487 0.089
H 1.302 9.606 -2.712 0.084
H 2.626 10.809 -2.734 0.086
H 0.348 11.795 -2.947 0.124
H 0.140 12.754 -1.475 0.122
H -1.962 11.635 -2.040 0.121
H -1.355 11.025 -0.495 0.124
H -1.848 8.576 -0.548 0.091
H -0.106 8.977 -0.528 0.088
H -0.735 7.806 -1.697 0.063
C -1.060 -6.120 1.328 -0.100
O -0.070 -6.002 0.315 -0.211
C -0.594 -5.461 -0.895 -0.189
C -0.263 -3.980 -1.028 -0.190
O -0.921 -3.208 -0.025 -0.204
C -0.064 -2.881 1.054 -0.109
H -0.550 -6.271 2.281 0.086
H -1.681 -5.225 1.402 0.083
H -1.691 -6.992 1.126 0.091
H -1.673 -5.632 -0.963 0.126
H -0.118 -6.002 -1.720 0.125
H -0.627 -3.624 -1.995 0.124
H 0.819 -3.816 -0.995 0.117
H 0.599 -2.060 0.758 0.088
H 0.535 -3.736 1.379 0.074
H -0.682 -2.551 1.891 0.091
C 2.215 -8.006 1.316 -0.108
O 1.844 -7.874 2.684 -0.202
C 1.687 -9.136 3.328 -0.198
C 2.913 -9.493 4.161 -0.199
O 4.059 -9.700 3.338 -0.192
C 4.919 -8.569 3.310 -0.109
H 2.580 -7.038 0.970 0.081
H 3.004 -8.748 1.174 0.086
H 1.338 -8.282 0.723 0.085
H 1.468 -9.921 2.597 0.127
H 0.824 -9.049 3.995 0.123
H 2.720 -10.433 4.682 0.122
H 3.111 -8.725 4.915 0.125
H 5.505 -8.529 4.235 0.089
H 4.365 -7.635 3.188 0.073
H 5.602 -8.682 2.466 0.091
C 4.304 -2.439 -0.391 -0.106
O 3.930 -2.311 0.974 -0.198
C 3.772 -3.576 1.614 -0.200
C 4.995 -3.935 2.450 -0.192
O 6.143 -4.139 1.630 -0.193
C 7.004 -3.009 1.609 -0.111
H 4.670 -1.470 -0.733 0.091
H 5.094 -3.180 -0.533 0.085
H 3.429 -2.715 -0.989 0.078
H 3.554 -4.359 0.880 0.121
H 2.906 -3.491 2.279 0.118
H 4.801 -4.877 2.969 0.116
H 5.191 -3.169 3.207 0.127
H 7.587 -2.972 2.536 0.088
H 6.451 -2.074 1.487 0.083
H 7.689 -3.119 0.766 0.089
```

- Molar mass: 700.78 g mol⁻¹
- Net charge: 0
- F_max: 0.0839 hartree/bohr
- HOMO-LUMO gap: 8.12 eV
- SMILES: COCCCC[C@]1(C)[C@@H](C)OC(=O)[C@]1(P(C)C)P(=O)(O)O.COCCOC.COCCOC.COCCOC.COCCOC
- Total energy: -2880.3763 Ha

=====

4.
Here is 2 unconnected molecules or ions with the total composition C4H12NO in a non-equilibrium geometry from the Open Molecules 2025 dataset. Energies are from ωB97M-V with the def2-TZVPD basis set.

The geometry in XYZ format:
```
18
Properties=species:S:1:pos:R:3:lowdin_charge:R:1
C 1.667 -0.423 -0.961 -0.180
C 1.770 1.486 0.573 -0.047
C -2.228 0.995 -0.129 0.287
C -2.503 -0.282 0.547 -0.284
N 1.206 0.135 0.202 -0.173
O -1.526 -1.285 0.367 -0.068
H 1.864 0.462 -1.617 0.092
H 2.644 -0.988 -0.870 0.103
H 0.941 -1.290 -1.367 0.127
H 2.726 1.276 1.049 0.095
H 2.081 1.926 -0.381 0.079
H 1.112 2.123 1.059 0.052
H -1.442 0.958 -0.910 0.114
H -2.960 1.913 0.165 0.175
H -2.594 0.121 1.569 0.152
H -3.460 -0.767 0.124 0.196
H 1.112 -0.449 1.046 0.131
H -1.889 -2.192 0.139 0.148
```

- Molar mass: 90.15 g mol⁻¹
- Net charge: +1
- F_max: 0.0836 hartree/bohr
- HOMO-LUMO gap (spin up / spin down): 6.21 / 3.36 eV
- Total energy: -289.1403 Ha

=====

Q: Which of these has the lowest molar mass?
A: C4H12NO

=====

Q: Among the records above, which one has the highest total energy?
A: C4H12NO

=====

Q: F_max of number 1 (C50H55BClCoN10OP2S)?
A: 0.0727 hartree/bohr

=====

Q: Which of these has the highest F_max?
A: C29H66O14P2